Entry from the Open Molecules 2025 dataset: a cluster of 9 separate species, C59H58F8IN3O2P in total in a non-equilibrium geometry (wB97M-V/def2-TZVPD).

Last column: Löwdin charge in e.
Element x y z (Å)
I: -2.558115 -6.546466 1.730837  0.913
P: -0.458937 -3.500425 -5.570141  0.864
F: 2.246930 -2.264535 -1.030689  0.023
F: -3.460791 3.472640 -2.739712  0.045
F: -1.285441 7.137463 -0.932710  0.042
F: 0.716621 9.949280 6.290218  0.049
F: 1.966008 1.975761 1.543821  0.041
F: 1.123572 6.521959 2.707421  0.046
F: 2.991668 -5.802050 -4.722566  0.003
F: -5.311583 -1.067595 1.377297  0.034
O: 1.006552 -3.856931 -6.170887  -0.246
O: -0.230165 -2.366695 -4.434226  -0.252
N: 0.759522 -4.923664 -3.060915  0.143
N: -0.916664 -4.964762 -4.611691  -0.037
N: -1.414949 -5.129993 -2.260892  0.084
C: -2.390384 -6.221512 -2.439874  -0.192
C: 0.118913 7.833276 -2.686446  -0.018
C: 1.272098 -6.224631 -0.999393  -0.215
C: -5.448273 -1.981142 2.362508  -0.274
C: -6.251105 0.823545 -1.320558  -0.092
C: 3.382812 5.459280 5.321911  -0.082
C: 1.264086 -7.358412 1.138866  -0.083
C: -0.705680 3.635078 -1.095216  -0.089
C: 1.996327 6.573890 3.738231  -0.280
C: -0.362413 8.003573 -1.404983  -0.283
C: 0.387119 8.281689 7.917468  -0.018
C: 4.286531 -9.192821 -4.579976  -0.063
C: -6.332656 -1.733175 3.392180  -0.009
C: -0.346274 4.327916 0.054016  -0.054
C: -0.159364 2.385558 -1.351721  -0.090
C: -4.697801 -3.137343 2.308517  -0.028
C: -4.834935 -4.073622 3.321934  -0.115
C: 1.021093 9.912398 -1.076184  -0.081
C: 0.047595 7.943011 9.219086  -0.082
C: -6.469647 -2.679934 4.397810  -0.074
C: 3.696300 -1.585726 -2.763456  -0.034
C: -6.610862 1.766741 -2.273993  -0.082
C: 3.199757 -1.406900 -1.488512  -0.280
C: 5.101360 0.336417 -2.429614  -0.076
C: 4.654990 -0.700229 -3.236320  -0.075
C: 1.109450 -7.438985 -1.646301  -0.075
C: 3.263049 7.861185 5.291913  -0.086
C: 0.553891 3.769564 0.950236  0.000
C: -4.380183 2.599340 -2.274829  -0.280
C: 3.586315 -6.980237 -5.111641  -0.258
C: 1.516725 9.765132 -2.364618  -0.095
C: 3.770295 6.689300 5.836766  -0.094
C: 1.343615 -6.193987 0.390541  -0.038
C: -0.296152 10.263943 9.742411  -0.083
C: 4.760922 -9.339353 -5.876389  -0.073
C: 4.588186 0.492317 -1.148504  -0.055
C: -5.671864 2.667864 -2.754757  -0.017
C: -5.720593 -3.849038 4.366160  -0.086
C: 0.746898 1.824392 -0.463121  -0.023
C: 2.484895 5.395096 4.266060  -0.019
C: 1.440492 -4.942073 -1.767376  -0.090
C: -0.513158 -5.012870 -3.308035  -0.401
C: -3.268695 -6.395141 -1.204577  -0.289
C: 3.626166 -0.384785 -0.670714  -0.025
C: 1.036103 -8.605075 -0.895587  -0.079
C: 3.698468 -7.999338 -4.190557  -0.019
C: -2.801800 -7.450238 -0.188961  -0.606
C: 1.084421 2.526772 0.674571  -0.276
C: 4.043154 -7.101421 -6.404539  -0.014
C: -4.946340 0.776790 -0.848736  -0.080
C: -0.295927 8.931385 10.131261  -0.097
C: 0.383949 9.613434 7.554434  -0.285
C: 0.050225 10.613144 8.445156  -0.018
C: 4.641274 -8.295017 -6.784392  -0.064
C: -3.997027 1.667365 -1.330747  -0.008
C: 1.063760 8.727808 -3.167866  -0.084
C: 1.098634 -8.580180 0.492184  -0.071
C: 2.371844 7.805818 4.231087  -0.019
C: 0.069621 9.028504 -0.588964  -0.015
H: -4.016611 -3.299500 1.482573  0.096
H: 1.375633 10.718114 -0.447906  0.105
H: -6.901704 -0.813354 3.402247  0.121
H: 1.475892 -4.605591 -5.777588  0.028
H: -2.973198 1.646944 -0.980165  0.102
H: 1.490479 -5.247822 0.892746  0.121
H: 3.339588 -2.406019 -3.376382  0.098
H: -4.666652 0.046932 -0.100158  0.079
H: 4.936170 1.298766 -0.518218  0.116
H: -5.828422 -4.582436 5.153742  0.104
H: 0.895314 -9.546640 -1.406749  0.109
H: -1.883326 -4.244026 -2.096105  0.160
H: 1.339231 -7.309660 2.212748  0.109
H: -1.930594 -4.946723 -4.640025  0.078
H: -7.626500 1.803234 -2.643821  0.105
H: -6.988288 0.127068 -0.944068  0.101
H: -7.163505 -2.503248 5.208137  0.108
H: -3.517678 -8.254553 -0.099301  0.042
H: -1.409008 4.068976 -1.789907  0.089
H: 5.050982 -0.820362 -4.235380  0.109
H: 1.027207 -9.479377 1.081510  0.109
H: 1.970383 8.707536 3.788659  0.119
H: -0.566814 11.035065 10.450742  0.105
H: -4.241996 -6.715053 -1.571923  0.112
H: -5.933158 3.416134 -3.490967  0.118
H: 1.152999 -4.103009 -1.152911  0.110
H: -1.880429 -7.148294 -2.689654  0.126
H: -0.441667 1.844350 -2.246176  0.105
H: 1.446031 8.613845 -4.173189  0.104
H: 1.364158 -4.804348 -3.857094  0.102
H: 5.224144 -10.267572 -6.180860  0.110
H: 1.189058 0.854195 -0.644848  0.092
H: 5.849218 1.024296 -2.798763  0.109
H: 3.780139 4.545877 5.743507  0.105
H: 1.059684 -7.461802 -2.726114  0.103
H: -0.335138 9.128179 0.409408  0.118
H: -1.871170 -7.895021 -0.525837  0.027
H: -3.439921 -5.428632 -0.740477  0.068
H: 3.933771 -6.278957 -7.099331  0.121
H: 2.166241 4.445382 3.856580  0.106
H: 2.255729 10.459029 -2.741766  0.101
H: -3.068784 -6.032890 -3.278144  0.111
H: -4.241658 -4.978494 3.282189  -0.011
H: 0.839111 4.291300 1.851999  0.090
H: -0.767193 5.300716 0.253351  0.094
H: 0.688142 -2.230174 -4.149448  0.060
H: -0.242633 7.013210 -3.292578  0.116
H: -0.563407 8.664221 11.144693  0.101
H: 5.013728 -8.408853 -7.792770  0.113
H: 0.062616 11.645916 8.123443  0.117
H: 3.559580 8.819836 5.694882  0.109
H: 0.052345 6.904324 9.520755  0.104
H: 4.467289 6.733823 6.662751  0.102
H: 2.496700 -4.814721 -1.986373  0.136
H: 3.208741 -0.274960 0.321894  0.118
H: 0.651366 7.524743 7.190055  0.112
H: 4.373897 -10.005326 -3.872038  0.113
H: 3.329459 -7.846925 -3.184602  0.100

Atomic forces in eV per Å
0.3 -0.4 -0.1
-1.1 0.5 -1.6
0.1 0.2 0.0
-0.1 0.0 -0.1
-0.1 0.1 0.0
0.0 0.0 0.0
0.0 0.0 0.0
0.0 0.0 0.0
-0.1 0.2 0.0
-0.1 -0.2 0.2
-0.1 -0.1 1.0
0.8 -0.6 0.1
0.1 0.3 0.1
0.4 0.7 0.9
0.3 -0.6 0.1
-0.6 0.1 0.0
-0.1 -0.1 -0.1
-0.2 -0.1 0.2
0.0 -0.2 0.3
0.0 0.0 0.0
0.0 0.1 0.0
0.0 -0.1 -0.4
0.0 0.1 0.0
0.2 0.0 0.2
0.1 0.1 -0.1
0.1 -0.2 -0.2
0.0 0.0 -0.2
-0.1 0.2 0.0
0.1 -0.2 0.0
0.0 0.1 0.1
0.1 0.0 -0.2
0.0 0.1 0.1
0.0 -0.1 -0.1
0.0 0.1 0.0
0.1 -0.1 -0.1
-0.1 -0.1 -0.1
0.1 -0.1 0.1
0.2 0.2 -0.1
0.0 0.0 0.0
0.0 0.1 0.1
0.1 0.0 0.3
0.0 -0.2 0.0
0.1 0.0 0.2
-0.1 -0.1 0.1
0.3 -0.6 -0.2
0.0 0.0 0.0
0.0 0.0 0.0
0.1 0.1 -0.1
0.0 -0.1 0.0
0.0 0.0 0.0
0.0 -0.1 -0.1
0.0 0.1 -0.1
0.0 0.0 0.0
0.1 -0.2 0.0
-0.1 -0.2 -0.1
0.1 -0.3 0.5
-0.1 0.0 -0.4
-0.3 -0.4 -0.2
-0.1 0.0 0.3
-0.3 -0.3 -0.1
-0.2 0.3 0.3
0.2 0.5 -0.4
-0.1 0.1 -0.2
-0.1 0.3 -0.1
0.1 0.0 -0.1
0.0 0.0 0.1
-0.1 -0.1 0.2
0.0 0.2 0.0
0.0 -0.1 0.1
0.1 0.0 0.0
0.0 0.1 0.1
0.1 0.5 0.0
-0.1 0.2 -0.1
-0.1 0.0 0.2
0.0 0.0 0.0
0.0 0.0 0.0
0.0 0.0 0.0
0.3 -0.1 -0.3
0.0 0.1 0.0
-0.1 0.1 0.1
0.0 0.0 0.0
0.0 0.2 -0.3
0.0 0.0 0.0
0.0 0.0 0.0
0.0 -0.1 0.0
0.1 0.1 0.1
-0.1 0.0 0.1
-0.1 -0.4 -0.2
0.0 0.0 0.0
0.0 0.0 0.0
0.0 0.0 0.0
-0.2 0.0 0.2
0.0 0.0 0.0
0.0 0.0 0.0
0.0 -0.2 -0.1
0.0 0.0 0.0
0.0 0.0 0.0
-0.2 0.0 0.0
0.0 0.0 0.0
-0.3 0.2 0.0
0.3 0.0 0.1
0.0 0.0 0.0
0.0 0.0 0.0
0.1 -0.2 0.0
0.0 0.0 0.0
0.0 0.0 0.0
0.0 0.0 0.0
0.0 0.0 0.0
0.0 -0.2 -0.1
0.0 0.0 0.0
0.3 0.1 0.4
0.0 0.1 0.1
0.0 0.0 0.0
0.0 0.0 0.0
0.0 0.0 0.0
0.0 0.2 -0.1
-0.2 0.1 0.1
0.0 0.0 0.0
0.0 0.0 0.0
-0.1 0.1 0.1
0.0 0.0 0.0
0.0 0.0 0.0
0.0 0.0 0.0
0.0 0.0 0.0
0.0 0.0 0.0
0.0 0.0 0.0
0.0 0.0 0.0
0.1 0.1 -0.2
0.0 0.0 0.0
0.0 0.0 0.0
0.0 0.0 0.0
0.0 -0.1 0.0

The value obtained for the HOMO energy is -10.16 eV. The orbital gap is 7.080 eV. For the energy above the lowest of the compared OMol25 structures with the same formula, charge and spin, the calculation gives 0.0 kcal/mol. As for the largest force on an atom: 0.038 Eh/bohr. The charge is +1.


Entry from the Open Molecules 2025 dataset: a cluster of 7 separate species, C59H62BIN8O15S2 in total in a non-equilibrium geometry (wB97M-V/def2-TZVPD).

Last column: Löwdin charge in e.
Element x y z (Å)
I: 0.774947 -3.032828 -4.307900  0.834
S: 0.999111 2.068330 1.591970  0.657
S: -2.019806 -1.069060 -2.686552  0.773
O: 4.576760 -4.614871 3.751998  0.028
O: 6.154430 7.696419 0.512385  0.063
O: -4.151188 -7.832300 -9.576997  0.059
O: 2.208628 5.778417 2.409079  0.029
O: -5.884933 -5.308245 -1.932485  -0.163
O: 5.624758 -4.884013 5.660593  0.076
O: -4.860181 -8.113756 -1.105295  0.017
O: 7.211744 6.874079 -1.225233  0.032
O: 0.281559 5.870558 3.453775  0.049
O: 5.478957 11.403058 -7.513710  0.057
O: -6.339944 -7.965920 -9.647460  0.059
O: -4.263211 10.538526 -0.823619  0.060
O: 2.663400 -3.248686 -0.279179  -0.161
O: 3.746062 11.873114 -6.252918  0.058
O: -4.595150 8.756836 -2.060093  0.061
N: 6.371080 6.800926 -0.316588  -0.309
N: 1.476805 6.175582 3.327086  -0.289
N: -2.564546 -8.734608 -2.055469  0.068
N: 4.632909 -4.564285 4.989734  -0.297
N: 0.223466 -3.441087 -2.352595  -0.552
N: -4.019920 9.366398 -1.147085  -0.327
N: -5.271452 -7.764726 -9.051181  -0.327
N: 4.829256 11.308210 -6.461761  -0.328
C: -5.552467 -2.521051 0.630875  -0.109
C: -6.581832 -7.377948 -6.979890  0.000
C: 2.066331 7.063720 4.336116  -0.130
C: 2.323866 -3.582422 7.788313  -0.065
C: 6.296806 -6.110754 1.266700  -0.148
C: 5.820276 4.514031 -1.106310  0.001
C: -3.214448 -6.034857 -1.932388  0.017
C: 6.455663 8.926459 -3.337209  -0.062
C: -2.660839 7.331153 -0.738604  0.000
C: 5.215444 9.543699 -3.165531  -0.060
C: -6.708295 -5.760318 2.518733  -0.391
C: -4.156516 -7.172471 -6.915219  0.002
C: -2.516697 -2.897458 -2.433167  -0.351
C: -0.353129 0.432051 -0.539867  -0.092
C: -4.085156 -3.363431 -2.331384  0.006
C: 1.718444 -2.118089 -0.362953  -0.053
C: -4.224414 -6.874136 -5.552848  -0.057
C: -6.636865 -7.081349 -5.616661  -0.055
C: 7.157565 9.073863 -4.534600  -0.060
C: -6.739915 -7.034988 1.468883  -0.092
C: 4.606399 5.449357 0.785839  0.005
C: 5.477031 -4.763122 0.780509  -0.260
C: -1.365342 8.594813 1.399511  -0.060
C: 1.285139 7.506702 5.412348  0.003
C: 1.858188 8.331732 6.382056  -0.062
C: 1.167159 -3.256989 7.077873  -0.071
C: -6.001558 -4.116753 0.406549  -0.264
C: 3.852484 -5.011378 1.074992  -0.176
C: 3.873966 4.265423 0.893132  -0.075
C: 2.284748 -3.762374 4.992998  0.008
C: -4.466994 -4.935649 -2.062865  -0.098
C: -0.550504 -0.899056 -1.475693  -0.366
C: 3.407959 7.451360 4.221076  0.014
C: 4.116256 3.210795 0.011283  -0.064
C: 3.441533 -4.098618 5.709629  -0.133
C: 0.456366 -2.234590 -1.450112  -0.205
C: 3.969201 8.279042 5.195559  -0.055
C: -7.080160 -4.421469 1.647694  -0.175
C: 6.624150 9.846585 -5.567927  -0.003
C: -5.337886 -7.428441 -7.623956  -0.145
C: 5.083539 3.334003 -0.987378  -0.059
C: -5.461063 -6.833499 -4.906590  -0.055
C: -6.635959 -4.370492 -1.083696  -0.162
C: -2.983284 8.650490 -0.393869  -0.144
C: 3.196465 8.713148 6.274000  -0.065
C: 0.894628 0.511299 0.520486  -0.508
C: -1.210041 -3.932673 -2.291280  -0.274
C: 5.582217 5.567477 -0.212805  -0.135
C: 3.467176 -4.005574 7.107537  0.002
C: -1.623671 -5.532737 -2.041745  0.067
C: 1.927203 -0.763762 0.595613  -0.002
C: 1.146792 -3.343234 5.684931  -0.061
C: 3.036702 -3.558324 1.109833  -0.197
C: -5.252710 -5.718186 3.272274  -0.121
C: -2.333365 9.289090 0.671291  0.000
C: 4.673132 10.321263 -4.190695  -0.002
C: -1.689018 6.647982 -0.004772  -0.057
C: -1.047677 7.277972 1.063122  -0.065
C: 5.383483 10.473840 -5.388854  -0.147
B: -3.570704 -7.638560 -1.671331  -0.463
H: 2.252749 -3.824372 3.907417  0.091
H: 5.265572 2.508204 -1.671831  0.111
H: -2.441385 -8.635235 -3.099824  0.076
H: -7.152688 -3.527150 2.412467  0.107
H: 5.010663 8.583017 5.116800  0.114
H: -4.474690 -2.291929 0.215517  0.070
H: 4.673142 9.421640 -2.230515  0.107
H: 4.407893 6.260873 1.482821  0.087
H: -4.394560 -5.812442 2.448478  0.077
H: -2.569617 10.314782 0.946056  0.118
H: -3.312730 -6.676912 -4.993221  0.100
H: 3.766100 -5.616634 2.072961  0.094
H: 3.548253 2.286648 0.103628  0.078
H: 1.261987 8.675358 7.224683  0.111
H: 0.240887 7.218310 5.510952  0.120
H: -0.296222 6.738816 1.637430  0.068
H: 4.024342 7.118941 3.388420  0.105
H: 2.100590 -3.612967 1.814438  0.124
H: -4.933628 -2.566411 -2.450162  0.102
H: -7.705257 -4.870583 -0.906247  0.134
H: -3.153872 6.825120 -1.566006  0.119
H: -5.509634 -2.236666 1.789585  0.081
H: 5.672631 -7.074762 0.976418  0.083
H: -4.773567 -9.055979 -0.771691  0.114
H: 3.640422 9.351976 7.035580  0.111
H: -7.328009 -7.901713 2.019789  0.090
H: 0.241978 -3.086459 5.138185  0.111
H: 2.332801 -3.509822 8.873622  0.110
H: 0.275630 -2.935063 7.613356  0.109
H: 6.444334 -6.004650 2.445755  0.079
H: 5.621378 -4.583982 -0.386487  0.115
H: -7.278663 -6.647152 0.496352  0.078
H: 6.570576 4.594334 -1.889864  0.119
H: -7.597002 -7.046367 -5.106302  0.111
H: 8.122897 8.588471 -4.661417  0.109
H: -0.369853 2.468737 1.720731  -0.088
H: -3.184791 -7.203448 -7.403623  0.119
H: 5.861111 -3.791651 1.308182  0.101
H: -7.530932 -5.864377 3.355224  0.131
H: -6.873451 -3.357253 -1.665185  0.133
H: 6.878252 8.327559 -2.532261  0.069
H: 4.359717 -4.258668 7.675921  0.120
H: 3.116376 4.162843 1.666941  0.053
H: -1.433821 5.622494 -0.262641  0.108
H: -0.754759 -6.332263 -1.928816  0.103
H: -7.507150 -7.568739 -7.519093  0.118
H: -0.860085 9.079512 2.232179  0.107
H: 3.706995 10.798398 -4.040139  0.118
H: -1.155886 1.302641 -0.669147  0.100
H: -8.176530 -4.551794 1.205777  0.118
H: -6.366159 -1.789690 0.162224  0.093
H: -5.610799 -7.341038 1.276312  0.077
H: 7.183579 9.951704 -6.494935  0.117
H: -5.174385 -6.703996 3.916067  0.090
H: 3.827670 -2.760186 1.446112  0.120
H: -5.052554 -4.753512 0.658983  0.129
H: -5.024524 -4.734859 3.864146  0.081
H: 2.822983 -0.673601 1.365243  0.098
H: 7.327072 -6.165684 0.694003  0.075
H: 3.453898 -5.683960 0.191243  0.124
H: -5.508591 -6.608200 -3.842548  0.079
H: -1.616031 -8.528871 -1.618095  0.073

Atomic forces in eV per Å
0.1 0.0 0.0
-1.1 -1.4 -0.9
0.9 -1.8 1.9
0.2 0.2 2.0
0.4 -1.2 -1.3
-1.6 0.1 0.7
-1.5 0.9 1.4
3.3 1.6 0.6
-1.5 0.5 -1.1
3.2 0.4 -0.6
-1.0 -0.2 1.5
1.8 0.2 -0.1
-1.0 -0.1 1.5
1.6 0.3 0.9
0.4 -1.7 -0.5
-2.8 2.8 0.9
1.6 -0.8 -0.3
0.8 0.9 1.3
0.5 0.9 0.1
-0.4 -0.6 -0.4
0.4 1.8 0.0
1.2 -0.4 -0.4
-2.2 1.3 2.2
-1.0 0.7 -0.7
0.0 -0.3 -1.3
-0.5 0.8 -1.0
0.0 0.3 0.4
0.1 0.0 0.0
0.4 0.6 0.7
0.0 0.0 -0.4
-0.1 0.8 -0.2
0.0 0.0 0.0
-0.1 3.4 -0.3
0.0 0.1 0.0
0.0 0.0 0.0
0.2 0.1 -0.5
-0.1 0.2 -0.4
-0.1 0.0 0.0
0.1 -3.2 0.8
1.9 -3.1 -0.2
2.8 -2.4 0.3
-1.5 1.5 -0.4
-0.4 -0.1 -0.3
0.4 0.0 -0.2
-0.4 0.2 0.0
0.1 0.6 1.3
0.1 0.0 -0.1
-0.6 -0.6 -0.6
-0.2 -0.2 -0.4
0.0 0.0 0.0
0.2 -0.1 -0.3
0.1 0.0 -0.1
0.1 1.5 1.6
0.7 0.3 -0.7
0.4 -0.2 -0.3
0.1 0.0 0.1
3.3 2.0 -0.2
2.6 -0.7 2.1
0.0 0.0 0.0
0.2 0.2 0.0
-0.8 0.3 0.5
0.4 3.6 2.6
-0.4 -0.1 0.0
-0.4 -0.2 0.3
0.0 0.0 0.0
0.0 0.2 1.0
0.0 0.3 0.2
0.1 0.0 0.0
-1.6 0.4 0.9
0.7 -0.5 0.5
-0.1 -0.1 -0.1
-1.6 -3.6 -3.1
-4.6 -1.6 0.6
-0.5 -0.8 0.1
0.0 0.0 0.0
-2.3 2.9 -0.4
-2.7 0.5 -1.8
0.3 -0.1 0.2
1.4 -1.2 0.6
0.3 -0.5 -1.1
0.0 -0.1 0.0
0.0 0.0 0.0
-0.1 0.4 0.1
0.0 0.1 -0.1
0.4 -0.5 0.7
-1.1 -1.0 0.6
0.2 -0.1 0.3
0.0 0.2 0.1
0.1 -0.3 1.4
0.3 -1.6 -1.7
-0.2 -0.1 0.0
-2.3 -0.4 0.5
0.1 0.1 -0.2
0.2 -0.2 -0.4
-1.8 0.2 1.7
-0.1 -0.3 -0.2
-0.1 0.0 -0.1
-0.1 1.4 -2.1
0.1 0.2 -0.1
0.1 -0.1 -0.2
0.3 0.0 -0.2
-0.3 0.2 -0.3
-0.3 0.0 0.2
1.7 0.3 -1.5
2.0 -1.7 0.3
2.5 0.8 -0.7
0.0 0.3 0.2
-0.1 -0.9 -2.5
1.3 2.0 0.8
0.1 1.6 -1.0
-0.1 -0.1 -0.2
1.3 1.6 -1.6
0.2 -0.1 0.1
0.1 0.0 -0.2
0.2 -0.1 -0.1
-0.2 -0.6 -2.7
-0.3 -0.4 2.5
1.2 -1.3 1.9
-0.1 0.2 0.3
0.2 0.0 -0.1
-0.2 0.1 0.0
1.7 -1.0 -0.5
-0.4 -0.1 -0.1
-0.7 -2.0 -0.8
1.5 0.1 -1.7
0.8 -2.1 1.3
-0.1 0.3 -0.3
-0.1 0.0 -0.3
0.4 0.0 -0.4
-0.1 0.2 0.0
-2.1 1.9 -0.3
0.4 0.0 -0.1
-0.1 0.0 -0.2
0.3 0.0 -0.3
2.1 -2.1 0.4
2.3 0.2 0.9
1.8 -1.6 0.8
-2.6 0.5 0.1
-0.3 0.1 0.2
-0.1 2.2 -1.0
-1.7 -1.4 -0.3
-1.8 1.0 -1.0
-0.7 -2.0 -0.9
-2.1 -0.5 -1.9
-2.0 0.1 1.4
0.6 1.5 1.8
-0.1 -0.1 -0.3
-1.5 -0.3 -0.9

The value obtained for the HOMO energy is -8.50 eV. The orbital gap is 6.925 eV. As for the largest force on an atom: 0.097 Eh/bohr.